No. 1
Molecular formula: C3H5NO2
Method: DFT, wB97M-V/def2-TZVPD

The value obtained for the energy above the lowest of the compared OMol25 structures with the same formula, charge and spin is 206.0 kJ/mol. Its total charge is 0. Its SMILES is [H]/N=C\O.C=C=O. The calculation puts the orbital gap at 10.61 eV.

Each line ends with the natural charge from an NBO analysis.
Cartesian coordinates (Å):
H 0.50664 -1.17459 1.02377  0.32
N 1.37122 -0.62946 0.98625  -0.70
C 1.66096 -0.32356 -0.20978  0.41
O 0.95455 -0.55923 -1.33399  -0.70
H 2.58185 0.21799 -0.42774  0.16
H 0.00948 -0.61949 -1.08316  0.49
C -1.63262 0.19896 -0.08839  -0.88
C -1.00260 1.14070 0.59632  0.77
O -0.44045 1.99077 1.14791  -0.42
H -2.15228 0.51224 -0.98527  0.28
H -1.85675 -0.75435 0.37409  0.27

***

No. 2
Molecular formula: C52H45BBrO9S
Method: DFT, wB97M-V/def2-TZVPD

Its total charge is -1. The calculation puts the orbital gap at 5.21 eV.

Each line ends with the Mulliken charge.
Cartesian coordinates (Å):
C 0.64495 -0.57281 4.95031  -0.82
C 0.60476 -2.09177 5.09655  -0.11
O -0.70855 -2.57941 5.19863  -0.34
C -1.26614 -2.80193 3.90648  -0.14
C -2.76664 -2.96457 3.96295  -1.19
B -3.69121 -1.62869 4.19416  0.11
S -3.02980 -0.12909 3.10563  -0.01
C -5.19518 -1.98586 3.59292  -1.14
C -6.21908 -0.86424 3.68971  -0.11
C -6.85557 -0.45913 2.38043  0.70
O -6.75709 -1.02751 1.29799  -0.61
O -7.65410 0.65864 2.48132  -0.51
C -3.84696 -1.11670 5.75970  0.02
Br -2.49789 0.24282 6.34652  -0.20
C -3.80739 -2.24924 6.77076  -0.49
C -4.23270 -1.81476 8.18109  -1.35
H 1.57123 -0.23201 4.49613  0.30
H 0.54907 -0.12310 5.93344  0.35
H -0.19769 -0.23902 4.35220  0.01
H 1.13566 -2.57155 4.26988  0.14
H 1.11243 -2.35331 6.02365  0.34
H -0.81303 -3.73667 3.53795  0.34
H -0.96969 -2.03139 3.19666  0.13
H -2.97042 -3.77234 4.66984  0.34
H -3.05051 -3.35132 2.98012  0.21
H -3.15781 -0.64364 1.87074  0.02
H -5.03399 -2.22790 2.54550  0.43
H -5.56249 -2.90557 4.05432  0.42
H -5.77100 0.03067 4.12371  -0.27
H -7.03895 -1.17400 4.34027  0.34
H -7.51699 1.03448 3.35117  0.35
H -4.77745 -0.57715 5.91604  0.49
H -2.81335 -2.67985 6.79754  0.13
H -4.54153 -2.98643 6.44498  0.31
H -5.01867 -1.06328 8.11838  0.29
H -4.64114 -2.64743 8.74911  0.39
H -3.40960 -1.35096 8.71293  0.33
C 0.69481 7.88564 0.76531  -0.47
C 1.31599 6.64067 0.78114  -0.54
C 0.62114 5.52285 1.20880  -0.57
C -0.69620 5.64458 1.63207  0.08
C -1.31331 6.89535 1.63311  0.32
C -0.61575 8.01287 1.19035  -0.58
C -2.71466 7.05728 2.11734  0.51
O -3.24917 8.14889 2.10624  -0.71
C -3.42675 5.85050 2.61397  0.52
C -4.71569 5.98805 3.11211  -0.61
C -5.40205 4.87477 3.56573  -0.61
C -4.80545 3.61987 3.51919  -0.09
C -3.51955 3.47131 3.03160  -0.92
C -2.82305 4.58705 2.58072  0.06
C -1.43279 4.42066 2.07297  0.47
O -0.90466 3.33325 2.00921  -0.58
H 1.23756 8.75733 0.42360  0.38
H 2.34416 6.54421 0.45776  0.41
H 1.09385 4.55059 1.22042  0.58
H -1.10520 8.97662 1.18499  0.47
H -5.17391 6.96656 3.14194  0.46
H -6.40537 4.98409 3.95677  0.40
H -5.33917 2.74693 3.87087  0.33
H -3.06973 2.48669 3.01323  0.51
C 5.32133 -3.69717 -0.57758  -0.58
C 4.91677 -3.71862 0.75351  -0.57
C 3.86346 -2.92472 1.17391  -0.53
C 3.21539 -2.09888 0.26591  0.20
C 3.63178 -2.06289 -1.06615  0.32
C 4.68157 -2.87136 -1.48547  -0.54
C 2.97439 -1.15605 -2.04932  0.46
O 3.33691 -1.13701 -3.21131  -0.61
C 1.87125 -0.28172 -1.57347  0.22
C 1.27073 0.60368 -2.46029  -0.46
C 0.23162 1.41143 -2.02971  -0.77
C -0.21852 1.33513 -0.71493  -0.60
C 0.37781 0.45839 0.17524  -0.68
C 1.42809 -0.34561 -0.25008  0.19
C 2.07119 -1.26257 0.72982  0.50
O 1.66889 -1.31632 1.86805  -0.54
H 6.14000 -4.32448 -0.90466  0.39
H 5.42411 -4.35857 1.46312  0.41
H 3.53771 -2.94006 2.20492  0.50
H 4.99334 -2.84621 -2.52057  0.52
H 1.62068 0.65642 -3.48190  0.55
H -0.23325 2.10242 -2.72034  0.39
H -1.03557 1.96121 -0.38228  0.49
H 0.03205 0.39499 1.19918  0.72
C 2.08676 -3.93786 -6.55140  -0.65
C 2.63010 -3.01114 -5.66783  -0.32
C 3.58740 -2.11045 -6.10234  -0.47
C 4.01170 -2.14267 -7.42607  0.11
C 3.47904 -3.08687 -8.31080  0.15
C 2.50962 -3.97714 -7.86923  -0.60
C 3.94496 -3.16707 -9.72148  0.61
O 3.48078 -3.98020 -10.49434  -0.67
C 5.00949 -2.22046 -10.16270  0.16
C 5.49750 -2.30765 -11.46050  -0.55
C 6.47673 -1.42990 -11.89113  -0.46
C 6.96873 -0.45519 -11.02900  -0.49
C 6.48880 -0.36672 -9.73397  -0.49
C 5.51360 -1.25235 -9.29354  0.09
C 5.03003 -1.15803 -7.88439  0.45
O 5.46215 -0.30364 -7.14026  -0.66
H 1.33268 -4.63369 -6.20794  0.41
H 2.30635 -2.98685 -4.63716  0.42
H 4.00354 -1.38872 -5.41917  0.78
H 2.09408 -4.69761 -8.55954  0.47
H 5.10726 -3.06529 -12.12529  0.47
H 6.85841 -1.50203 -12.90097  0.39
H 7.73012 0.23414 -11.36924  0.39
H 6.86793 0.38534 -9.05651  0.47

***

No. 3
Molecular formula: C44H55F4N5
Method: DFT, wB97M-V/def2-TZVPD

The value obtained for the energy above the lowest of the compared OMol25 structures with the same formula, charge and spin is 187.7 kJ/mol. Its total charge is 0. Its SMILES is Fc1ccccc1.Fc1ccccc1.Fc1ccccc1.Fc1ccccc1.CCCC#N.CCCC#N.CCCC#N.CCCC#N.CCCC#N. The calculation puts the orbital gap at 9.63 eV.

Each line ends with the Mulliken charge.
Cartesian coordinates (Å):
F 5.23778 8.14710 5.19076  -0.30
C 4.78131 9.00505 6.12321  0.35
C 3.48982 8.88678 6.64836  -0.41
C 3.10458 9.77226 7.68818  -0.26
C 3.90254 10.65023 8.24536  -0.44
C 5.19748 10.83517 7.65352  -0.37
C 5.59460 9.98398 6.62697  -0.31
H 2.74493 8.18162 6.31028  0.37
H 2.09407 9.79794 8.06849  0.32
H 3.52310 11.20046 9.09370  0.36
H 5.94159 11.49203 8.07925  0.34
H 6.61718 10.00167 6.27993  0.36
F -4.10760 3.80778 -7.07144  -0.28
C -4.47637 3.22989 -8.18500  0.26
C -5.77216 3.39151 -8.70138  -0.31
C -6.03782 2.92544 -10.01294  -0.40
C -5.08789 2.25130 -10.73964  -0.22
C -3.83024 2.11278 -10.26100  -0.51
C -3.59538 2.50262 -8.94933  -0.23
H -6.57320 3.75156 -8.07281  0.38
H -7.05249 2.98413 -10.37820  0.33
H -5.37314 1.73535 -11.64453  0.33
H -3.07704 1.48150 -10.70885  0.33
H -2.58404 2.24506 -8.67138  0.32
F 0.93782 -4.24144 -8.43988  -0.28
C 0.44656 -5.46884 -8.06131  0.30
C 0.09145 -6.38912 -9.05704  -0.26
C -0.55536 -7.60349 -8.77353  -0.37
C -1.06352 -7.84787 -7.53793  -0.41
C -0.66312 -6.96622 -6.45363  -0.37
C -0.04835 -5.76147 -6.71753  -0.31
H 0.32154 -6.12495 -10.07865  0.35
H -0.83767 -8.20353 -9.62598  0.33
H -1.51561 -8.81781 -7.39222  0.35
H -0.97831 -7.03699 -5.42307  0.33
H 0.06319 -5.11642 -5.85854  0.34
F 0.11275 4.32278 1.57773  -0.28
C -0.03230 3.15922 0.96612  0.14
C -0.61222 3.06711 -0.29768  -0.14
C -0.71916 1.88473 -1.03102  -0.62
C -0.15065 0.80612 -0.45219  -0.09
C 0.51882 0.81995 0.75852  -0.65
C 0.71202 2.05009 1.36295  -0.20
H -1.04838 3.97385 -0.69010  0.36
H -1.06108 1.80365 -2.05225  0.37
H -0.14353 -0.16331 -0.92817  0.32
H 0.99293 -0.07997 1.12153  0.36
H 1.44815 2.16254 2.14516  0.40
C -7.71906 5.50186 0.98522  -1.20
C -7.72968 6.98592 0.86361  -0.41
C -7.73646 7.61548 -0.57077  -0.44
C -8.69510 6.97343 -1.49696  0.27
N -9.39652 6.45044 -2.22132  -0.39
H -7.48173 5.05496 1.95065  0.33
H -7.19048 4.95944 0.20133  0.34
H -8.71756 5.17056 0.70002  0.34
H -6.85449 7.42083 1.34632  0.31
H -8.58794 7.27400 1.47064  0.28
H -6.69440 7.37223 -0.77822  0.23
H -7.76208 8.70516 -0.57797  0.34
C -5.12744 -2.78418 3.02867  -1.19
C -3.88379 -3.72039 3.01262  -0.40
C -4.30913 -5.10811 3.49776  -0.37
C -5.45209 -5.74076 2.76882  0.19
N -6.31465 -6.15991 2.14867  -0.41
H -4.83887 -1.77015 2.75198  0.35
H -5.43473 -2.78671 4.07446  0.29
H -5.92037 -3.07822 2.34099  0.36
H -3.04286 -3.32188 3.58018  0.33
H -3.61880 -3.64424 1.95807  0.27
H -4.60587 -5.31451 4.52608  0.30
H -3.48090 -5.78205 3.27877  0.29
C 0.21149 -11.70241 2.45194  -1.21
C 1.45606 -11.70771 1.55000  -0.31
C 1.55227 -10.54481 0.55591  -0.42
C 1.36780 -9.18864 1.03453  0.22
N 1.09835 -8.15123 1.41448  -0.41
H -0.78505 -11.61497 2.01908  0.35
H 0.24768 -10.89799 3.18658  0.34
H 0.17909 -12.68754 2.91733  0.34
H 1.39863 -12.61915 0.95496  0.30
H 2.27820 -11.75730 2.26395  0.25
H 0.95288 -10.76708 -0.32694  0.30
H 2.56772 -10.49319 0.16310  0.26
C 6.01374 -2.79210 5.98020  -1.10
C 5.63247 -1.60131 6.91232  -0.40
C 6.19820 -1.87054 8.34404  -0.43
C 5.48638 -1.15864 9.38141  0.18
N 4.88556 -0.57297 10.17666  -0.41
H 7.04135 -2.57686 5.68733  0.29
H 5.38606 -2.79916 5.08909  0.32
H 6.03044 -3.77376 6.45365  0.34
H 4.54633 -1.57381 6.99966  0.34
H 5.98878 -0.64132 6.53873  0.30
H 7.16724 -1.37172 8.32849  0.23
H 6.32829 -2.89659 8.68814  0.34
C 6.67362 3.40835 -1.22647  -1.12
C 6.36913 2.03222 -1.74116  -0.55
C 6.44594 1.88276 -3.27960  -0.38
C 5.64371 2.90786 -3.93539  0.27
N 4.99777 3.69817 -4.47439  -0.42
H 7.73822 3.61362 -1.33866  0.31
H 6.57138 3.32768 -0.14428  0.33
H 5.86413 4.12074 -1.38564  0.38
H 5.39777 1.73857 -1.34325  0.33
H 7.08334 1.29067 -1.38324  0.32
H 6.20566 0.84113 -3.49262  0.29
H 7.49689 2.02402 -3.53192  0.24

***

No. 4
Molecular formula: C4H8KLiO3
Method: DFT, wB97M-V/def2-TZVPD

The value obtained for the energy above the lowest of the compared OMol25 structures with the same formula, charge and spin is 55.7 kJ/mol. Its total charge is +1. Its spin multiplicity is 2. The calculation puts the orbital gap (spin up / spin down) at 6.96 / 6.87 eV.

Each line ends with the Mulliken spin population.
Cartesian coordinates (Å):
C 1.78975 0.22653 -1.65190  0.21
C 1.87031 0.24614 -0.09373  -0.04
C 0.52400 -0.33574 0.26186  0.49
C 0.23562 -0.37352 1.67702  0.02
O -0.77372 -0.89730 2.16314  0.16
O 2.91542 0.00662 -2.32220  0.11
Li 4.56039 -0.46301 -2.33597  0.00
K -3.69917 -1.17233 2.33245  0.00
H 1.09470 1.01431 -2.01057  0.01
H 0.72241 -0.70587 -1.38079  -0.01
H 1.98480 1.28117 0.25870  0.01
H 2.69135 -0.41995 0.21340  0.02
H -0.38863 -0.09188 -0.29645  0.01
H 0.94514 0.13563 2.35720  0.01
O -4.71493 0.31396 0.58010  0.00
H -5.58942 0.29761 0.18119  0.00
H -4.16803 0.93762 0.06657  0.00

***

No. 5
Molecular formula: C4H3NO2
Method: DFT, wB97M-V/def2-TZVPD

The value obtained for the energy above the lowest of the compared OMol25 structures with the same formula, charge and spin is 103.5 kJ/mol. Its total charge is 0. Its spin multiplicity is 3. The calculation puts the orbital gap (spin up / spin down) at 6.87 / 8.74 eV.

Each line ends with the Mulliken spin population.
Cartesian coordinates (Å):
C -0.15619 0.59813 -0.45844  0.79
C -3.43108 -1.66362 0.12345  0.00
C -2.61391 0.90097 -0.65394  0.13
C 0.69834 0.56752 0.64037  0.93
N -1.48100 0.95889 -0.41219  -0.01
O -3.99185 -1.83064 1.08369  0.00
O -3.79942 0.90460 -0.70282  0.12
H 0.30749 0.29495 -1.41556  0.02
H 1.74796 0.20698 0.67375  0.02
H 0.37172 0.69014 1.73691  0.01

***

| no. | E (a.u.) |
| --- | --- |
| 1 | -322.49588 |
| 2 | -5682.95198 |
| 3 | -2382.63761 |
| 4 | -990.11074 |
| 5 | -359.27611 |